{
  "formula": "C28H60F12Na4O24S4",
  "method": "ωB97M-V/def2-TZVPD",
  "symbols": ["Na", "Na", "Na", "Na", "C", "F", "F", "F", "S", "O", "O", "O", "C", "F", "F", "F", "S", "O", "O", "O", "C", "F", "F", "F", "S", "O", "O", "O", "C", "F", "F", "F", "S", "O", "O", "O", "C", "O", "C", "C", "O", "C", "H", "H", "H", "H", "H", "H", "H", "H", "H", "H", "C", "O", "C", "C", "O", "C", "H", "H", "H", "H", "H", "H", "H", "H", "H", "H", "C", "O", "C", "C", "O", "C", "H", "H", "H", "H", "H", "H", "H", "H", "H", "H", "C", "O", "C", "C", "O", "C", "H", "H", "H", "H", "H", "H", "H", "H", "H", "H", "C", "O", "C", "C", "O", "C", "H", "H", "H", "H", "H", "H", "H", "H", "H", "H", "C", "O", "C", "C", "O", "C", "H", "H", "H", "H", "H", "H", "H", "H", "H", "H"],
  "coordinates": [[-6.82622, 26.63214, -2.25193], [-4.33566, 22.84506, -9.05667], [-7.51919, 24.25137, -6.51792], [-6.94818, 30.29318, -8.17534], [-8.26559, 26.22517, -12.53438], [-9.33695, 26.92499, -12.91522], [-8.47143, 24.92666, -12.58727], [-7.24491, 26.44118, -13.33186], [-7.74972, 26.67430, -10.73141], [-6.85973, 25.59673, -10.24550], [-7.11513, 27.96071, -10.82139], [-8.98936, 26.75214, -10.00778], [-10.38130, 29.63660, -3.36469], [-11.53890, 30.31338, -3.32091], [-9.38239, 30.52758, -3.30102], [-10.29430, 28.82307, -2.37276], [-10.11596, 28.63337, -5.03185], [-9.92533, 29.58037, -6.14020], [-8.96323, 27.73782, -4.74743], [-11.38262, 27.91223, -5.22399], [-3.55142, 21.25592, -2.88127], [-3.54714, 21.48333, -1.49812], [-2.54396, 21.86690, -3.49252], [-3.39201, 19.91263, -3.17877], [-5.20794, 21.87476, -3.61505], [-5.15734, 21.78073, -5.09048], [-6.20222, 20.96107, -3.10791], [-5.38052, 23.25958, -3.20152], [-1.72196, 27.64722, -5.07932], [-1.57969, 26.37646, -4.51651], [-1.61221, 28.58410, -4.08298], [-0.69799, 27.72644, -6.00910], [-3.43407, 27.58070, -5.87306], [-3.73905, 26.24058, -6.38204], [-4.30417, 27.76840, -4.69238], [-3.51568, 28.59713, -6.91323], [4.97948, 29.16311, -0.01632], [3.78325, 29.06607, -0.83931], [3.03331, 30.20490, -1.19913], [3.63066, 31.64008, -1.44664], [4.29774, 32.16972, -0.30633], [5.04131, 33.38375, -0.67575], [5.71857, 29.88644, -0.36076], [5.44733, 28.18109, 0.05337], [4.83896, 29.53264, 0.99946], [2.23091, 30.33884, -0.47367], [2.45853, 29.91814, -2.07974], [2.89963, 32.35245, -1.82903], [4.42217, 31.48240, -2.17928], [5.84527, 33.14903, -1.37336], [5.65957, 33.85249, 0.08986], [4.35663, 34.10454, -1.12271], [3.55729, 31.64858, -15.91600], [3.21126, 30.80974, -14.77717], [3.84583, 31.10975, -13.55281], [3.13083, 30.36921, -12.35022], [3.36690, 30.84941, -11.07343], [2.72296, 30.07630, -10.01346], [4.44642, 32.27050, -15.81221], [2.70946, 32.29050, -16.15524], [3.55557, 30.94539, -16.74884], [3.68382, 32.18283, -13.45110], [4.92808, 30.98223, -13.52847], [3.43464, 29.32253, -12.33477], [2.04761, 30.31520, -12.45888], [2.64563, 28.99194, -10.09280], [1.83104, 30.49401, -9.54645], [3.36046, 30.09644, -9.12954], [1.04410, 35.31022, -11.41410], [1.07188, 35.28246, -12.88398], [-0.08052, 34.90306, -13.56509], [-0.50954, 33.43712, -13.45606], [-1.15086, 33.27650, -12.24383], [-1.89002, 32.07891, -12.07010], [0.12657, 35.76660, -11.04270], [1.87719, 35.84839, -10.96193], [1.09729, 34.36003, -10.88268], [-0.10958, 35.24260, -14.60045], [-0.86708, 35.55915, -13.19230], [0.36197, 32.78300, -13.48214], [-1.20856, 33.28625, -14.27870], [-2.63673, 31.95706, -12.85475], [-2.52993, 32.07545, -11.18771], [-1.28224, 31.18433, -12.20577], [-1.08744, 25.26035, -9.86136], [-1.18671, 23.83830, -10.04272], [-0.00454, 23.16271, -9.61176], [-0.07364, 21.62109, -9.63261], [-1.15305, 21.33486, -8.73637], [-1.19055, 19.89329, -8.53444], [-1.94985, 25.83713, -10.19551], [-0.26814, 25.57580, -10.50738], [-0.78733, 25.58442, -8.86486], [0.34001, 23.48478, -8.62908], [0.81604, 23.43005, -10.27755], [0.85174, 21.16013, -9.28721], [-0.22312, 21.33956, -10.67496], [-1.99674, 19.69698, -7.82759], [-0.24899, 19.61398, -8.06163], [-1.40319, 19.31262, -9.43206], [-5.31432, 37.77204, -0.14793], [-5.14191, 36.41800, -0.53832], [-3.71131, 36.06995, -0.79633], [-3.60641, 34.55156, -1.26065], [-4.31873, 34.48272, -2.52677], [-5.04275, 33.23740, -2.70805], [-6.36589, 38.00218, 0.02340], [-4.94112, 38.51782, -0.84981], [-4.69774, 37.96160, 0.73071], [-3.20911, 36.19138, 0.16343], [-3.23141, 36.68445, -1.55804], [-4.07418, 33.89761, -0.52467], [-2.63136, 34.19458, -1.59221], [-4.25388, 32.48860, -2.63677], [-5.54120, 33.00452, -3.64901], [-5.75775, 33.00936, -1.91756], [-4.71560, 33.68336, -8.07156], [-6.04123, 33.32934, -8.40484], [-6.53644, 34.13317, -9.43345], [-7.98299, 33.85090, -9.70301], [-8.12979, 32.44783, -10.06431], [-9.30969, 32.13122, -10.80225], [-4.71949, 34.57555, -7.44537], [-4.01442, 33.61787, -8.90351], [-4.37327, 32.87374, -7.42703], [-6.06458, 33.91293, -10.39100], [-6.44328, 35.20599, -9.26470], [-8.49024, 34.57179, -10.34416], [-8.66680, 33.98659, -8.86511], [-9.41667, 31.10593, -11.15642], [-9.27874, 32.68147, -11.74266], [-10.27490, 32.53513, -10.49682]],
  "mulliken_charge": [0.949, 0.952, 0.944, 0.928, 0.527, -0.196, -0.217, -0.215, 1.096, -0.660, -0.628, -0.677, 0.558, -0.209, -0.229, -0.212, 1.034, -0.598, -0.625, -0.670, 0.518, -0.208, -0.187, -0.207, 1.107, -0.677, -0.651, -0.651, 0.410, -0.206, -0.183, -0.188, 1.063, -0.597, -0.687, -0.593, -0.624, -0.360, -0.595, -0.504, -0.324, -0.760, 0.239, 0.278, 0.290, 0.330, 0.344, 0.439, 0.351, 0.320, 0.294, 0.283, -0.729, -0.375, -0.383, -0.401, -0.371, -0.839, 0.344, 0.248, 0.265, 0.290, 0.377, 0.370, 0.260, 0.311, 0.316, 0.333, -0.669, -0.399, -0.792, -0.225, -0.241, -0.719, 0.309, 0.282, 0.233, 0.429, 0.400, 0.174, 0.432, 0.327, 0.188, 0.259, -0.786, -0.269, -0.666, -0.587, -0.204, -0.805, 0.296, 0.324, 0.325, 0.382, 0.416, 0.383, 0.342, 0.252, 0.311, 0.317, -0.711, -0.277, -0.542, -0.589, -0.301, -0.702, 0.243, 0.306, 0.286, 0.406, 0.330, 0.376, 0.339, 0.319, 0.226, 0.296, -0.783, -0.159, -0.415, -0.792, -0.189, -0.938, 0.314, 0.287, 0.269, 0.239, 0.381, 0.452, 0.385, 0.297, 0.345, 0.358],
  "fmax_ha_per_bohr": 0.072,
  "lumo_energy_ev": -2.41
}

{
  "formula": "C4H7F2OP",
  "method": "ωB97M-V/def2-TZVPD",
  "symbols": ["C", "C", "C", "C", "O", "F", "F", "P", "H", "H", "H", "H", "H", "H", "H"],
  "coordinates": [[0.84140, -0.02497, -0.91883], [-0.80476, 0.70715, 1.78937], [-1.85256, 0.35708, 0.97871], [-0.20008, -0.87124, -1.04122], [0.88098, 1.14652, -1.62464], [-1.18317, -0.87261, -1.93262], [-0.12292, -2.06633, -0.36307], [2.11601, -0.46940, 0.27533], [-0.56689, 0.11400, 2.75849], [-0.01575, 1.31376, -1.97874], [0.10219, 1.20535, 1.49162], [-2.50331, -0.38953, 1.47421], [-2.12626, 0.70235, -0.01950], [2.52916, -1.34517, -0.64484], [2.90596, 0.49305, -0.24428]],
  "nbo_charge": [-0.108, -0.387, -0.408, 0.625, -0.674, -0.309, -0.332, 0.346, 0.202, 0.486, 0.184, 0.203, 0.201, -0.010, -0.019],
  "relative_energy_kcal_mol": 45.5,
  "fmax_ha_per_bohr": 0.058,
  "smiles": "OC(P)=C(F)F.C=C",
  "lumo_energy_ev": 0.66
}

{
  "formula": "C4H12N2O",
  "method": "ωB97M-V/def2-TZVPD",
  "symbols": ["N", "C", "C", "C", "O", "C", "N", "H", "H", "H", "H", "H", "H", "H", "H", "H", "H", "H", "H"],
  "coordinates": [[1.47285, -0.53499, -0.85737], [0.24545, 0.01438, -0.25093], [-0.17432, -0.69433, 1.04930], [-1.38478, -1.60255, 0.85715], [-0.98450, -2.87317, 0.33875], [0.44371, 1.51261, 0.01367], [0.56833, 2.25956, -1.25417], [1.45236, -0.23317, -1.82690], [2.27082, -0.05060, -0.45834], [-0.74207, -2.72668, -0.57929], [-0.56405, -0.07892, -0.98134], [0.61976, -1.31703, 1.45896], [-0.46285, 0.10627, 1.73694], [-2.11256, -1.07778, 0.22315], [-1.92865, -1.86818, 1.76188], [-0.36489, 1.94225, 0.62267], [1.28273, 1.60514, 0.68062], [0.77613, 3.23042, -1.03640], [-0.41347, 2.38680, -1.49835]],
  "nbo_charge": [-0.826, -0.060, -0.442, -0.054, -0.715, -0.232, -0.823, 0.364, 0.348, 0.464, 0.173, 0.231, 0.200, 0.148, 0.181, 0.164, 0.183, 0.353, 0.343],
  "relative_energy_kcal_mol": 35.0,
  "fmax_ha_per_bohr": 0.018,
  "smiles": "NC[C@@H](N)CCO",
  "lumo_energy_ev": 0.88
}

{
  "formula": "C4H8N8",
  "method": "ωB97M-V/def2-TZVPD",
  "symbols": ["C", "C", "C", "C", "N", "N", "N", "N", "N", "N", "N", "N", "H", "H", "H", "H", "H", "H", "H", "H"],
  "coordinates": [[-1.90672, -0.72599, -0.05291], [1.76449, 0.78742, -0.05238], [-1.38819, -1.86235, 0.74236], [2.89063, 0.44673, -0.91399], [-3.19607, -0.41932, -0.28240], [-3.21573, 0.72547, -0.87393], [-2.00390, 1.10881, -0.98944], [1.09234, 1.91343, 0.20877], [0.29243, 1.67102, 1.18164], [-1.11816, 0.25884, -0.37890], [1.23436, -0.08076, 0.80173], [0.36576, 0.49266, 1.57847], [-1.74809, 2.15537, -1.00393], [-2.30337, -2.46874, 1.24606], [-0.85599, -2.58336, 0.11632], [-0.74110, -1.31879, 1.51486], [2.85598, 1.14242, -1.69198], [2.75873, -0.51699, -1.33588], [3.88630, 0.38754, -0.55387], [1.33632, -1.11339, 0.73939]],
  "nbo_charge": [0.271, 0.338, -0.681, -0.666, -0.279, -0.017, -0.176, -0.304, -0.059, -0.309, -0.335, -0.077, 0.432, 0.247, 0.224, 0.255, 0.246, 0.225, 0.243, 0.423],
  "relative_energy_kcal_mol": 15.8,
  "fmax_ha_per_bohr": 0.080,
  "smiles": "Cc1nn[nH]n1.Cc1nnn[nH]1",
  "lumo_energy_ev": 0.51
}

HOMO-LUMO gap values, unit Ha, following the record order: 0.2440 0.3403 0.3764 0.3975.